{"formula": "C53H37BBr2ClF15LuN4PS4", "method": "the ωB97M-V functional and the def2-TZVPD basis", "species": ["Lu", "S", "C", "C", "C", "C", "C", "C", "S", "H", "H", "H", "H", "C", "C", "N", "C", "C", "S", "C", "C", "S", "C", "N", "C", "H", "H", "H", "H", "H", "H", "H", "H", "Br", "C", "C", "C", "N", "C", "C", "C", "C", "C", "Br", "C", "C", "N", "H", "H", "H", "H", "H", "H", "Cl", "C", "C", "C", "C", "C", "C", "C", "H", "H", "H", "H", "H", "H", "F", "C", "F", "H", "F", "B", "F", "F", "F", "F", "C", "F", "F", "C", "C", "C", "C", "C", "C", "P", "C", "C", "C", "C", "C", "C", "C", "F", "F", "F", "C", "C", "C", "C", "C", "C", "C", "F", "F", "F", "H", "H", "H", "H", "H", "H", "H", "H", "H", "H", "H", "H"], "positions_angstrom": [[-0.514326, -0.562549, 0.444421], [0.623414, -0.718239, -2.506899], [1.785789, -2.061793, -2.345144], [2.934546, -2.052251, -3.115388], [3.816535, -3.114076, -3.064767], [3.540760, -4.192114, -2.235020], [2.411781, -4.195768, -1.448834], [1.494229, -3.136227, -1.486532], [0.033638, -3.245395, -0.572077], [3.112155, -1.217684, -3.775537], [4.714199, -3.104375, -3.664665], [4.226281, -5.029872, -2.207097], [2.223170, -5.008640, -0.764813], [-4.219422, -0.411421, 2.090460], [-3.122908, 0.108537, 2.935109], [-1.904714, 0.296284, 2.556536], [-1.145540, 0.909922, 3.514287], [-1.807294, 1.143332, 4.693418], [-3.438158, 0.605059, 4.587958], [0.193213, 1.379628, 3.222009], [0.882833, 2.268913, 4.000600], [2.367530, 2.693532, 3.259863], [1.967299, 1.636500, 1.926771], [0.837683, 1.032250, 2.064274], [2.917190, 1.519652, 0.803258], [-3.907843, -0.360126, 1.049140], [-5.122724, 0.175750, 2.248846], [-4.445338, -1.449091, 2.340061], [-1.453509, 1.621171, 5.583379], [0.589078, 2.712191, 4.929011], [3.326952, 2.498618, 0.561228], [2.421959, 1.098211, -0.072798], [3.737386, 0.859036, 1.083178], [0.046621, -5.293112, 5.973300], [-0.236406, -4.031700, 4.566022], [0.520341, -2.863934, 4.523036], [0.280443, -2.018781, 3.451664], [-0.631525, -2.213806, 2.516277], [-1.397476, -3.344276, 2.589068], [-1.187877, -4.287612, 3.619886], [-2.396917, -3.530441, 1.574371], [-3.216913, -4.684503, 1.512490], [-4.101159, -4.806330, 0.478680], [-5.235156, -6.346829, 0.395435], [-4.205559, -3.818955, -0.496648], [-3.392954, -2.705848, -0.326486], [-2.530644, -2.535518, 0.656499], [1.267945, -2.630242, 5.261159], [0.887004, -1.129579, 3.361155], [-1.754667, -5.203630, 3.660446], [-3.149614, -5.466142, 2.250984], [-4.880612, -3.908135, -1.331296], [-3.466348, -1.895201, -1.038547], [-0.219772, -3.495413, -5.666636], [-1.076327, -1.993466, -5.682653], [-1.603480, -1.562178, -6.887986], [-2.287635, -0.361741, -6.942530], [-2.441518, 0.400961, -5.796009], [-1.936819, -0.052579, -4.594521], [-1.239308, -1.255486, -4.510647], [-0.763774, -1.743917, -3.194820], [-1.491802, -2.168480, -7.773276], [-2.680457, -0.014239, -7.884818], [-2.968105, 1.344188, -5.838844], [-2.066735, 0.519353, -3.687694], [-0.377675, -2.759314, -3.254835], [-1.563200, -1.708936, -2.456205], [-1.967507, -0.270898, -0.837289], [-1.135864, 2.084250, 0.185386], [-0.434468, 3.065652, 0.948883], [-2.055348, 1.936227, 0.783683], [2.639251, -2.972410, 1.826166], [2.906896, -1.686838, 1.483181], [1.739249, -1.136177, 0.754969], [3.068254, -0.910564, 2.616358], [3.996793, -1.558146, 0.670784], [5.392889, 8.396848, -1.611345], [4.364073, 8.241586, -2.468321], [3.627074, 9.374781, -2.336247], [4.901861, 8.319963, -3.703227], [3.576446, 6.996280, -2.242077], [3.432572, 6.473995, -0.954737], [2.696179, 5.323650, -0.770417], [2.080692, 4.683408, -1.845405], [2.214177, 5.231571, -3.124845], [2.953441, 6.376177, -3.323019], [1.129722, 3.151555, -1.518017], [-0.555220, 3.795508, -1.574012], [-1.569957, 2.760784, -1.165411], [-2.902048, 3.364080, -0.877649], [-3.095971, 4.709410, -0.822408], [-2.083677, 5.633135, -1.167646], [-0.822465, 5.141438, -1.472452], [-4.419165, 5.274318, -0.436682], [-5.257002, 4.400582, 0.152662], [-5.121716, 5.774155, -1.492596], [-4.340124, 6.319275, 0.419712], [1.354914, 2.430235, -3.208282], [0.352162, 2.455753, -4.168571], [0.550976, 1.869246, -5.402175], [1.761491, 1.250765, -5.685477], [2.786967, 1.247842, -4.746052], [2.574174, 1.828187, -3.510963], [1.933472, 0.536682, -6.989047], [1.672636, -0.780921, -6.904266], [3.184239, 0.624606, -7.495754], [1.124477, 1.002372, -7.963516], [3.905497, 6.970998, -0.120365], [2.572696, 4.914713, 0.222519], [1.716759, 4.761645, -3.960507], [3.048947, 6.796803, -4.314141], [-1.654958, 1.954071, -1.905204], [-3.689842, 2.678465, -0.593938], [-2.286543, 6.692322, -1.145794], [-0.029230, 5.847957, -1.677252], [-0.582975, 2.949184, -3.942032], [-0.223025, 1.885028, -6.153489], [3.734887, 0.787993, -4.987791], [3.357468, 1.809333, -2.764756]], "forces_ev_per_a": [[0.650, 0.875, 0.483], [-0.224, -0.640, 0.042], [-0.197, 0.109, 0.168], [0.083, 0.017, -0.051], [0.156, -0.053, -0.063], [0.230, 0.036, -0.106], [-0.060, 0.127, 0.038], [0.265, -0.150, -0.110], [-0.592, 0.006, 0.442], [0.033, 0.084, -0.059], [0.086, 0.008, -0.107], [0.037, -0.044, 0.083], [-0.086, -0.108, 0.033], [-0.149, -0.215, -0.161], [-0.323, 0.156, 0.736], [0.157, -0.246, -0.511], [-0.567, 0.371, 1.128], [-0.157, -0.368, -0.480], [0.595, 0.032, -0.750], [0.925, 0.906, 0.445], [0.027, -0.290, -0.254], [-0.580, -0.416, -0.305], [0.266, 0.430, 0.248], [-0.475, -0.730, -0.002], [0.336, -0.366, -0.212], [-0.083, 0.079, -0.032], [-0.012, 0.051, -0.095], [-0.017, -0.061, -0.032], [0.196, 0.082, 0.147], [-0.165, 0.101, 0.201], [-0.061, -0.003, -0.134], [0.112, 0.189, 0.175], [0.033, -0.053, 0.046], [-0.051, 0.192, -0.215], [0.810, 0.563, 0.641], [-0.568, -0.776, -0.121], [0.339, 0.240, 0.296], [-0.788, -1.134, -0.197], [2.018, 0.664, 1.678], [-0.585, 0.424, -1.066], [-1.715, -0.049, -2.062], [0.860, 0.655, 0.453], [-0.587, 0.100, -0.718], [0.226, 0.257, -0.007], [0.288, -0.377, 0.707], [-0.435, 0.061, -0.592], [0.458, -0.922, 1.297], [0.115, -0.003, 0.006], [0.069, 0.066, -0.084], [-0.032, 0.012, 0.014], [0.042, -0.020, 0.028], [-0.043, 0.049, -0.052], [0.194, 0.189, 0.001], [0.202, -0.331, -0.060], [-0.172, 0.352, 0.078], [-0.102, 0.054, -0.048], [0.103, 0.035, -0.028], [-0.216, 0.041, 0.000], [0.030, -0.134, -0.019], [-0.093, -0.062, -0.282], [0.235, 0.133, 0.440], [0.111, -0.064, -0.069], [-0.083, 0.034, -0.143], [-0.031, 0.071, 0.025], [-0.024, 0.129, 0.156], [-0.141, 0.179, 0.076], [0.059, 0.022, -0.109], [-1.334, -0.313, -0.815], [0.483, -1.716, -0.238], [0.035, 0.603, 0.445], [0.013, 0.076, -0.321], [-0.291, -0.997, 0.211], [-0.198, 0.387, -0.452], [-0.032, -0.013, 0.009], [0.009, 0.478, 0.888], [0.537, -0.002, -0.554], [0.104, -0.189, 0.246], [0.052, 0.436, -0.047], [-0.197, -0.045, 0.051], [-0.018, -0.185, -0.176], [-0.047, -0.157, 0.038], [0.197, 0.381, -0.390], [-0.159, -0.099, -0.117], [0.159, 0.003, -0.140], [-0.086, -0.103, 0.337], [0.248, 0.336, 0.116], [-0.609, 0.307, -0.471], [0.860, -0.221, -0.085], [0.123, -0.457, 1.252], [-0.762, 0.999, -0.366], [-0.204, -0.811, -0.142], [0.406, 0.830, 0.084], [-0.468, 0.017, -0.293], [-0.075, 0.003, -0.124], [-0.177, -0.390, 0.134], [-0.019, -0.006, -0.287], [0.207, 0.189, 0.257], [0.053, 0.132, 0.071], [0.083, -0.050, 0.101], [0.247, -0.195, -0.238], [-0.055, 0.046, -0.180], [-0.011, -0.009, -0.089], [-0.105, 0.006, -0.182], [-0.003, -0.030, -0.218], [-0.011, -0.222, 0.167], [0.270, 0.094, 0.173], [-0.217, 0.192, -0.001], [0.048, 0.015, 0.082], [-0.015, -0.067, 0.120], [0.005, -0.021, -0.042], [0.039, 0.031, -0.054], [0.010, -0.114, -0.032], [-0.097, -0.003, 0.039], [0.053, 0.127, 0.033], [0.020, 0.142, 0.015], [-0.098, 0.106, 0.151], [-0.083, -0.017, -0.037], [0.083, -0.051, -0.001], [0.093, -0.019, 0.095]], "e_lumo_ev": 2.7, "e_homo_ev": 0.0, "gap_ev": 2.74, "e_tot_ev": -341832.994, "total_charge": -2, "relative_energy_kj_mol": 71.5}